[1]
Here is a structure of composition C25H56F3MnN8O11S from OMol25. Energies are from ωB97M-V with the def2-TZVPD basis set.

CARTESIAN COORDINATES (ANGSTROEM)
Mn 2.020 0.951 -3.296
C 0.101 1.157 0.700
F -1.057 1.116 0.028
F 0.610 2.399 0.712
F -0.251 0.828 1.959
S 1.326 0.027 -0.269
O 0.566 -1.070 -0.871
O 1.902 0.841 -1.337
O 2.285 -0.457 0.748
C 3.408 2.595 2.893
O 3.120 2.159 4.054
N 2.773 3.637 2.379
C 3.103 4.187 1.063
C 1.615 4.290 3.055
H 4.228 2.197 2.274
H 4.084 4.052 0.608
H 3.120 5.274 0.983
H 2.451 3.827 0.267
H 2.048 5.267 3.271
H 0.789 4.505 2.377
H 1.284 3.758 3.946
C -3.583 -0.960 -0.660
O -3.295 0.049 -1.312
N -4.655 -1.672 -0.721
C -4.768 -2.872 0.152
C -5.870 -1.139 -1.370
H -2.831 -1.528 -0.092
H -4.633 -2.507 1.171
H -4.054 -3.591 -0.251
H -5.718 -3.404 0.103
H -5.886 -0.399 -2.171
H -6.507 -1.879 -1.856
H -6.437 -0.662 -0.571
C 2.172 -1.777 5.721
O 2.517 -2.466 6.664
N 1.503 -2.282 4.665
C 1.183 -3.685 4.642
C 1.295 -1.536 3.433
H 2.526 -0.751 5.537
H 1.412 -4.037 3.636
H 0.109 -3.862 4.704
H 1.724 -4.320 5.343
H 1.641 -0.517 3.606
H 1.901 -1.992 2.651
H 0.235 -1.508 3.179
C -1.253 0.594 -3.562
O -0.045 0.749 -3.312
N -1.999 1.598 -4.139
C -3.424 1.332 -4.290
C -1.541 2.967 -4.307
H -1.787 -0.351 -3.380
H -3.679 1.566 -5.324
H -4.101 2.008 -3.768
H -3.744 0.304 -4.119
H -2.063 3.650 -3.637
H -0.473 3.140 -4.176
H -1.870 3.162 -5.328
C 2.175 4.249 -2.159
O 2.041 3.160 -2.621
N 1.188 4.907 -1.488
C 1.402 6.273 -1.030
C -0.139 4.437 -1.367
H 3.144 4.764 -2.262
H 0.902 6.377 -0.067
H 1.090 6.996 -1.783
H 2.439 6.471 -0.759
H -0.579 4.544 -0.376
H -0.876 4.982 -1.957
H -0.432 3.467 -1.769
C 2.333 -2.307 -3.187
O 2.014 -1.151 -3.389
N 3.532 -2.950 -3.401
C 3.743 -4.230 -2.797
C 4.651 -2.252 -3.880
H 1.562 -2.895 -2.666
H 4.319 -5.033 -3.256
H 2.784 -4.661 -2.511
H 4.205 -4.039 -1.829
H 4.267 -1.347 -4.350
H 5.441 -2.017 -3.166
H 5.157 -2.501 -4.813
C -1.139 0.144 7.122
O -2.256 -0.291 7.352
N -0.757 0.796 6.013
C 0.528 1.370 5.789
C -1.673 0.852 4.839
H -0.361 0.166 7.901
H 1.202 1.252 6.637
H 0.482 2.453 5.680
H 1.038 0.887 4.955
H -2.715 0.659 5.091
H -1.767 1.837 4.383
H -1.498 0.047 4.125
C -1.616 -3.256 -3.168
O -2.184 -2.714 -4.105
N -1.687 -4.611 -3.061
C -2.625 -5.521 -3.787
C -0.951 -5.333 -1.999
H -1.038 -2.804 -2.346
H -3.086 -6.123 -3.003
H -2.089 -6.167 -4.482
H -3.462 -5.068 -4.318
H -1.649 -5.959 -1.443
H -0.266 -6.116 -2.324
H -0.318 -4.706 -1.371

Calculated values
- calculated total energy (Ha) = -4100.53146
- spin multiplicity = 7
- E_LUMO (spin up / spin down) (eV) = 0.25 / 0.25
- total charge = 0

[2]
Here is a cluster of 2 separate species, C4H9NO3 in total from OMol25. Energies are from ωB97M-V with the def2-TZVPD basis set.

CARTESIAN COORDINATES (ANGSTROEM)
O -0.357 1.202 1.757
C 0.361 1.305 0.672
C 0.341 -0.398 -0.117
C 1.454 0.063 0.660
O 2.634 0.478 -1.641
N -0.707 -1.023 0.475
C -1.827 -1.418 -0.475
O -2.285 -0.317 -0.972
H 1.188 2.053 0.700
H 0.586 -0.591 -1.159
H 2.279 0.154 -0.045
H 1.691 -0.295 1.651
H 2.710 0.861 -2.520
H -1.069 -0.304 1.153
H -2.499 -2.039 0.157
H -1.415 -2.136 -1.213
H -0.220 1.735 -0.172

Calculated values
- energy relative to the best compared isomer or geometry (same formula, charge and spin) (kcal per mole) = 278.1
- calculated total energy (Ha) = -437.88587
- E_LUMO (eV) = -4.83
- total charge = 0

[3]
Here is the molecule C5H6O from OMol25. Energies are from ωB97M-V with the def2-TZVPD basis set.

CARTESIAN COORDINATES (ANGSTROEM)
O 1.258 -0.043 1.832
C 0.818 -0.983 1.215
C 0.549 -0.957 -0.276
C 0.318 0.472 -0.780
C -1.057 0.856 -0.446
C -2.203 1.009 -0.111
H 0.602 -1.943 1.728
H -0.322 -1.585 -0.495
H 1.410 -1.428 -0.770
H 1.032 1.143 -0.289
H 0.486 0.540 -1.861
H -3.217 1.139 0.197

Calculated values
- energy relative to the best compared isomer or geometry (same formula, charge and spin) (kcal per mole) = 42.9
- calculated total energy (Ha) = -269.27790
- E_LUMO (eV) = 0.95
- total charge = 0
- structure (SMILES) = C#CCCC=O

The lowest calculated total energy belongs to which entry? C25H56F3MnN8O11S

Copy entry 3 word for word.
Here is the molecule C5H6O from OMol25. Energies are from ωB97M-V with the def2-TZVPD basis set.

CARTESIAN COORDINATES (ANGSTROEM)
O 1.258 -0.043 1.832
C 0.818 -0.983 1.215
C 0.549 -0.957 -0.276
C 0.318 0.472 -0.780
C -1.057 0.856 -0.446
C -2.203 1.009 -0.111
H 0.602 -1.943 1.728
H -0.322 -1.585 -0.495
H 1.410 -1.428 -0.770
H 1.032 1.143 -0.289
H 0.486 0.540 -1.861
H -3.217 1.139 0.197

Calculated values
- energy relative to the best compared isomer or geometry (same formula, charge and spin) (kcal per mole) = 42.9
- calculated total energy (Ha) = -269.27790
- E_LUMO (eV) = 0.95
- total charge = 0
- structure (SMILES) = C#CCCC=O